No. 1
Molecular formula: C37H31F5N4OP2S2TeTi
Method: DFT, ωB97M-V/def2-TZVPD

```
84
Properties=species:S:1:pos:R:3:forces:R:3
Ti 0.193137 0.916998 -0.528919 -2.18 -1.36 -1.53
C 0.632854 0.039692 2.709471 -0.17 0.19 -0.39
P -1.171502 0.557211 2.620737 -0.28 -0.52 0.83
C -1.718491 -0.876397 3.686313 0.03 0.01 -0.07
C -1.941383 -2.084159 3.021205 -0.08 0.05 0.04
C -2.227188 -3.250425 3.721082 0.01 0.03 0.00
C -2.283850 -3.234581 5.106529 0.01 0.03 -0.02
C -2.055470 -2.043106 5.784611 -0.03 0.03 0.00
C -1.774735 -0.878453 5.082443 -0.04 -0.02 -0.05
C -1.368190 1.923450 3.827799 0.10 0.10 -0.11
C -2.616045 2.112101 4.429141 0.06 0.06 0.00
C -2.847208 3.191953 5.266305 0.03 0.00 -0.03
C -1.831395 4.108502 5.516830 -0.02 -0.02 -0.01
C -0.599223 3.947299 4.902680 0.00 -0.02 -0.06
C -0.370990 2.871841 4.050111 0.07 -0.09 0.04
C 0.706613 -1.080366 1.714191 -0.06 0.11 -0.11
C 1.059579 -2.384124 1.935054 0.09 -0.14 -0.10
C 0.714426 -3.112956 0.762885 0.01 0.01 0.05
C 0.167150 -2.218896 -0.121558 0.08 0.18 0.11
C -0.352491 -2.474870 -1.503120 -0.05 0.22 0.11
P -1.663436 -1.217027 -1.736386 -0.49 -0.87 0.37
C -2.347271 -1.585237 -3.393277 0.20 0.08 -0.04
C -1.564958 -2.123733 -4.415519 -0.08 0.06 -0.03
C -2.113420 -2.363966 -5.670815 0.05 0.02 0.06
C -3.441733 -2.058925 -5.924831 0.03 -0.01 0.01
C -4.217765 -1.489285 -4.922383 -0.01 0.00 0.00
C -3.674491 -1.249834 -3.670523 0.00 0.05 -0.07
C -3.044378 -1.999249 -0.757684 0.00 -0.08 -0.19
C -3.540278 -3.268639 -1.068829 -0.02 -0.01 0.11
C -4.636501 -3.792072 -0.400475 0.06 -0.01 -0.01
C -5.256045 -3.054050 0.603609 0.03 0.01 -0.02
C -4.763055 -1.803012 0.935467 -0.02 -0.01 -0.02
C -3.670318 -1.276510 0.252151 -0.01 0.07 -0.01
N 0.149090 -0.945446 0.443004 0.10 -0.21 0.45
H 0.868898 -0.314273 3.711867 0.06 -0.05 0.00
H 1.288794 0.867290 2.441049 -0.07 0.08 0.13
H -1.888622 -2.113711 1.940644 0.05 -0.04 -0.02
H -2.400745 -4.169920 3.174341 0.02 0.01 -0.01
H -2.496531 -4.143359 5.658017 -0.02 0.00 -0.01
H -2.097411 -2.018479 6.868136 0.01 0.00 -0.01
H -1.599265 0.038768 5.631017 0.04 0.00 0.00
H -3.409045 1.396842 4.239735 -0.02 0.03 -0.01
H -3.825603 3.329651 5.711716 0.01 -0.03 0.03
H -2.007600 4.950745 6.175521 -0.01 0.01 -0.01
H 0.191072 4.669781 5.068294 0.00 0.00 -0.01
H 0.587586 2.782746 3.547592 -0.04 0.00 0.09
H 1.481392 -2.780369 2.847805 -0.08 0.04 0.04
H 0.845727 -4.170605 0.586542 -0.02 0.01 -0.02
H -0.725735 -3.494825 -1.608856 0.10 -0.06 0.03
H 0.435266 -2.290116 -2.234088 -0.02 -0.06 -0.08
H -0.516688 -2.324603 -4.238053 -0.01 -0.07 0.00
H -1.488204 -2.776827 -6.453762 -0.02 0.01 -0.01
H -3.865243 -2.243941 -6.904937 0.00 0.02 0.01
H -5.248261 -1.220226 -5.121980 0.01 0.02 0.01
H -4.278624 -0.778585 -2.903116 -0.01 -0.06 0.02
H -3.072215 -3.846843 -1.858635 -0.02 0.03 -0.02
H -5.015550 -4.771460 -0.670616 0.00 0.00 0.02
H -6.123620 -3.451975 1.117232 0.02 -0.02 0.02
H -5.232596 -1.228446 1.725183 0.02 0.02 -0.01
H -3.304268 -0.288687 0.503704 0.02 0.01 -0.01
S 0.311250 0.491322 -3.035079 0.52 0.92 0.01
C -1.014933 1.464868 -3.646375 0.07 -0.53 -0.32
C -1.052357 1.628179 -5.073419 0.06 0.02 0.19
N -1.055211 1.733551 -6.220545 0.01 0.01 -0.09
C -2.032315 1.934310 -2.892116 -0.44 -0.16 0.32
S -2.184030 1.740729 -1.172829 0.08 0.90 0.15
C -3.139767 2.588191 -3.543532 0.25 0.05 0.04
N -4.023542 3.113168 -4.060961 -0.13 0.00 -0.01
F 1.890299 0.570069 -0.722967 0.90 0.19 -0.09
Te 0.976611 3.718578 0.435395 1.05 2.03 -0.84
F 2.174480 3.336440 2.036901 -0.54 -0.08 0.45
F 2.635170 3.095454 -0.400865 0.29 -0.19 0.05
F -0.870989 4.512557 0.446996 -0.23 -0.01 0.30
F 0.462389 3.077612 -1.421319 -0.02 -0.23 0.57
O 0.136190 2.118444 0.871897 0.49 -0.63 -0.17
C 4.732976 0.490468 -0.347437 0.02 -0.05 0.04
C 4.613990 -1.028702 -0.505874 -0.16 0.15 -0.03
C 3.561140 -1.477923 -1.426872 0.13 -0.07 0.06
N 2.788744 -1.912368 -2.156025 0.15 -0.03 -0.11
H 5.609296 0.716380 0.262896 0.03 -0.02 -0.03
H 3.857554 0.911887 0.134975 0.02 0.03 -0.04
H 4.841651 0.981818 -1.313165 -0.02 0.00 0.00
H 4.410876 -1.494215 0.460232 0.01 -0.03 0.00
H 5.549296 -1.440321 -0.890497 0.02 -0.07 0.05
```
Forces are in eV/Å.

Summary:
Frontier orbital gap: 5.67 eV
Total charge: -2
ΔE to the lowest compared entry with this formula, charge and spin: 39.7 kcal/mol

Löwdin analysis output, partial charges in e: 0.73 -0.25 1.11 -0.33 -0.10 -0.08 -0.12 -0.11 -0.10 -0.37 -0.12 -0.10 -0.11 -0.09 -0.08 -0.41 -0.08 -0.07 -0.39 -0.30 0.95 -0.36 -0.10 -0.09 -0.11 -0.09 -0.09 -0.33 -0.10 -0.10 -0.11 -0.09 -0.12 -0.08 0.09 0.06 0.08 0.10 0.09 0.09 0.09 0.10 0.09 0.09 0.10 0.07 0.09 0.09 0.09 0.02 0.09 0.09 0.09 0.10 0.11 0.10 0.09 0.09 0.10 0.05 0.65 -0.70 -0.29 0.13 -0.73 0.61 -0.29 0.14 -0.38 1.89 -0.59 -0.54 -0.62 -0.55 -0.79 -0.10 -0.22 -0.22 0.18 0.07 0.05 0.08 0.11 0.10



No. 2
Molecular formula: C37H31FN6NaO5S2Se
Method: DFT, ωB97M-V/def2-TZVPD

```
84
Properties=species:S:1:pos:R:3:forces:R:3
Na -0.070730 -0.074974 0.507025 -0.09 -0.17 -0.43
C -1.952503 1.963775 -0.613184 -0.13 -0.04 0.01
O -1.993174 1.138548 0.543061 0.01 0.07 -0.02
C -3.218452 0.483138 0.777498 0.01 -0.01 -0.02
C -2.951963 -0.697154 1.683095 -0.07 -0.01 -0.04
O -2.313125 -1.689247 0.908530 0.10 0.09 0.07
C -1.854571 -2.787426 1.681044 -0.04 0.00 0.00
H -2.766238 2.696830 -0.593520 0.03 0.04 -0.01
H -2.028424 1.363938 -1.527688 -0.02 0.00 0.02
H -0.989236 2.472510 -0.608424 0.00 -0.02 -0.02
H -3.649323 0.122782 -0.165612 0.00 -0.01 0.01
H -3.936345 1.171005 1.242484 0.00 0.02 0.01
H -3.900141 -1.074367 2.092319 -0.01 -0.02 -0.01
H -2.309636 -0.393958 2.519703 -0.01 0.01 0.00
H -2.703145 -3.361983 2.073980 0.00 0.01 0.02
H -1.208489 -2.449103 2.494521 0.01 0.00 -0.01
H -1.276322 -3.422845 1.010093 -0.02 0.00 0.00
S 2.035366 2.056498 -2.143198 -0.06 0.01 -0.09
C 1.010857 1.309234 -3.266746 0.13 -0.15 0.20
N 0.985033 0.054517 -3.651673 -0.01 0.08 -0.15
C -0.015488 -0.187108 -4.562870 0.03 0.01 0.01
C -0.272409 -1.427648 -5.153064 0.04 0.02 0.01
C -1.325674 -1.564036 -6.041743 -0.01 0.02 -0.01
C -2.135277 -0.474563 -6.365180 0.00 -0.02 0.00
C -1.887918 0.770686 -5.801452 0.01 0.04 0.03
C -0.834871 0.910508 -4.908688 0.04 -0.02 0.03
S -0.258260 2.305147 -4.047684 -0.14 -0.03 -0.05
H 0.364364 -2.267533 -4.901070 -0.01 0.00 -0.01
H -1.525659 -2.529390 -6.492537 0.01 0.00 0.01
H -2.954540 -0.596004 -7.063472 0.00 0.00 0.01
H -2.508673 1.621414 -6.057121 0.00 0.00 0.00
C 3.552069 2.032598 6.881047 -0.01 -0.01 0.01
C 3.102256 3.235006 6.061502 0.01 0.00 -0.01
C 4.247483 4.225915 5.904031 -0.01 -0.01 -0.02
C 3.789009 5.450180 5.132564 0.00 -0.01 0.00
C 3.202501 5.033056 3.811460 0.00 0.00 0.00
C 3.216813 5.882251 2.726727 0.00 0.00 -0.01
C 2.676551 5.476213 1.513154 0.01 0.02 0.00
F 2.728107 6.348433 0.482853 0.00 0.00 -0.01
C 2.115190 4.243372 1.343443 0.02 -0.01 0.01
C 2.081062 3.370571 2.438254 0.11 -0.05 -0.04
C 1.447776 2.041738 2.233431 -0.09 0.08 0.09
O 0.960720 1.794444 1.131583 0.04 -0.09 0.15
C 1.420324 1.194898 3.405685 -0.09 0.05 0.04
C 1.973685 1.662430 4.553214 -0.01 -0.04 0.00
N 2.608284 2.847760 4.726598 -0.01 0.00 0.00
C 2.635057 3.752503 3.665386 0.00 0.00 0.00
C 0.727124 -0.177788 3.529631 0.06 0.03 0.02
O 0.464107 -0.541745 4.688011 0.03 -0.02 -0.03
O 0.505477 -0.802097 2.462030 0.00 0.04 0.13
H 4.081045 2.392367 7.764351 -0.01 0.00 0.00
H 4.233725 1.406738 6.302426 0.00 0.01 0.00
H 2.725048 1.413916 7.222946 0.00 0.00 -0.02
H 2.282607 3.739183 6.589312 0.01 0.02 0.02
H 5.068654 3.730763 5.376422 0.00 0.01 0.00
H 4.611207 4.501423 6.895015 -0.02 0.01 0.01
H 4.613675 6.145979 4.969784 0.01 -0.01 -0.01
H 3.036495 5.985497 5.721626 0.00 0.00 0.00
H 3.654761 6.870320 2.803407 0.00 -0.01 0.02
H 1.718293 3.912028 0.389768 -0.01 0.00 0.02
H 1.878701 1.020401 5.416109 0.00 0.01 0.00
Se 2.058961 -6.932342 -3.175645 -0.04 0.09 0.03
N 2.894245 -5.610675 -2.299443 -0.02 -0.10 -0.05
C 2.028390 -4.651795 -2.138484 -0.06 0.01 -0.02
C 2.323931 -3.392405 -1.469619 0.02 0.08 0.02
C 3.580991 -3.101419 -0.934665 -0.03 0.01 0.00
C 3.786237 -1.880484 -0.332334 -0.04 -0.11 -0.15
C 2.718660 -0.985682 -0.284937 0.11 0.15 0.03
N 1.521462 -1.263012 -0.761567 0.02 0.04 0.15
C 1.312956 -2.433652 -1.353367 0.07 0.01 -0.03
C -0.042030 -2.669285 -1.898260 -0.09 -0.02 -0.06
N -0.945831 -1.692639 -1.754753 0.11 -0.08 0.06
C -2.148282 -1.883831 -2.261196 -0.02 0.04 0.00
C -2.542175 -3.047663 -2.920218 -0.01 0.01 0.01
C -1.624641 -4.061849 -3.056522 0.04 0.03 0.02
C -0.341336 -3.873984 -2.543686 -0.08 0.01 0.00
C 0.696875 -4.890954 -2.673856 0.05 0.02 0.02
N 0.507408 -6.037132 -3.261623 0.10 -0.08 0.00
H 4.368527 -3.839892 -1.010354 0.00 0.00 0.00
H 4.744806 -1.609119 0.087285 0.00 0.00 -0.01
H 2.832468 0.005396 0.140060 0.01 -0.04 0.06
H -2.851907 -1.066216 -2.142035 0.01 -0.01 0.01
H -3.545404 -3.132981 -3.314526 0.01 0.00 -0.01
H -1.864211 -4.989452 -3.559472 0.00 0.00 0.00
```
Forces are in eV/Å.

Summary:
Frontier orbital gap: 5.40 eV
Total charge: -1
ΔE to the lowest compared entry with this formula, charge and spin: 0.0 kcal/mol

Löwdin analysis output, partial charges in e: 0.28 -0.07 -0.22 -0.19 -0.19 -0.20 -0.08 0.09 0.08 0.08 0.12 0.13 0.13 0.14 0.09 0.08 0.09 0.44 -1.18 0.01 -0.35 -0.05 -0.12 -0.13 -0.12 -0.50 0.93 0.10 0.09 0.09 0.10 -0.05 -0.31 -0.16 -0.14 -0.15 0.04 -0.26 0.06 0.08 -0.03 -0.28 0.00 -0.01 0.01 0.01 -0.08 -0.63 -0.03 -0.05 0.08 0.10 0.08 0.16 0.13 0.12 0.12 0.12 0.13 0.11 0.12 1.05 -0.23 -0.33 -0.09 0.00 -0.02 -0.10 0.13 -0.13 -0.15 0.16 -0.11 -0.04 -0.01 -0.11 -0.33 -0.23 0.11 0.11 0.10 0.11 0.11 0.11